Record 1
This record from the OMol25 dataset describes a cluster of 3 separate species, C5H9N3O in total in a non-equilibrium geometry. The level of theory is the ωB97M-V functional and the def2-TZVPD basis.

Geometry as ORCA input:
```
! wB97M-V def2-TZVPD RIJCOSX def2/J DEFGRID3
* xyz 0 1
C -0.7922 2.2482 -0.6245
C -0.1821 1.0324 0.0988
C 0.0094 -0.3334 1.6849
C 0.4701 0.0303 -0.5107
C 0.5840 -0.2418 -2.0264
H -0.4134 2.3321 -1.6062
H -1.9811 2.1355 -0.8334
H -0.6865 3.1907 0.0200
H -1.1840 -0.8381 3.5482
H 1.8552 -2.5537 0.3699
H -0.3789 -2.4097 1.8805
H 0.0930 -1.4436 -1.9140
H 0.0363 0.3768 -2.9097
H 1.6866 -0.3363 -2.5990
N -0.3615 -0.9995 2.7960
N 0.9846 -0.7242 0.6430
N 0.4088 -2.3672 0.5844
O -0.1484 0.9015 1.3983
*
```



Record 2
This record from the OMol25 dataset describes an isolated molecule of C5H8N2 in a non-equilibrium geometry. The level of theory is the ωB97M-V functional and the def2-TZVPD basis.

Its SMILES is CC1=N[C@H](C)N=C1.

Geometry as ORCA input:
```
! wB97M-V def2-TZVPD RIJCOSX def2/J DEFGRID3
* xyz 0 1
C 0.3230 1.2435 -0.6872
C 1.0006 0.1555 0.0702
C -1.1448 0.1805 0.5220
C 2.4619 -0.3026 -0.1017
C -2.2546 -0.7105 0.0898
N -0.9249 1.3081 -0.3877
N 0.1037 -0.4538 0.7359
H 0.7348 2.0270 -1.3690
H -1.4066 0.6287 1.5297
H 2.8524 -0.6948 0.8412
H 3.0511 0.6835 -0.3974
H 2.6295 -1.0240 -0.9035
H -3.1633 -0.4672 0.5233
H -2.0971 -1.8425 0.5018
H -2.1656 -0.7314 -0.9672
*
```



Record 3
This record from the OMol25 dataset describes an isolated molecule of C22H25BrN4O4S. The level of theory is the ωB97M-V functional and the def2-TZVPD basis.

Its SMILES is CC(=O)N1CCc2cc(Br)cc(S(=O)(=O)CCC(=O)N3CCN(c4ccccn4)CC3)c21.

Geometry as ORCA input:
```
! wB97M-V def2-TZVPD RIJCOSX def2/J DEFGRID3
* xyz 0 1
C -2.1126 0.6065 -3.1656
C -1.5955 -0.3465 -2.1169
O -1.4022 -0.0191 -0.9666
N -1.3201 -1.6086 -2.5710
C -0.9733 -2.6791 -1.7465
C -1.5227 -3.0731 -0.5428
C -1.0126 -4.1984 0.0883
C 0.0307 -4.8991 -0.4807
C 0.5371 -4.5673 -1.7353
C 0.0090 -3.4677 -2.3652
C 0.2896 -2.9126 -3.7319
H 1.2540 -2.3983 -3.7447
H 0.3052 -3.6861 -4.4978
C -0.8775 -1.9263 -3.9258
H -1.6973 -2.4062 -4.4721
H -0.5756 -1.0275 -4.4606
H 1.3045 -5.1693 -2.1972
Br 0.7419 -6.4023 0.4206
H -1.4621 -4.5251 1.0113
S -3.1057 -2.4896 0.0982
O -3.6621 -1.4877 -0.7729
O -3.8748 -3.7022 0.2365
C -2.9190 -1.8194 1.7833
C -2.2419 -0.4701 1.7640
H -2.6466 0.1069 0.9316
C -0.7421 -0.6485 1.5597
O -0.2386 -1.7607 1.5195
N 0.0024 0.4685 1.4791
C 1.4319 0.3645 1.2793
C 2.1563 1.1430 2.3860
N 1.7141 2.5175 2.3961
C 2.3621 3.5294 1.7396
N 1.6331 4.6210 1.4851
C 2.2094 5.6677 0.9236
C 3.5426 5.7123 0.5641
C 4.3102 4.5824 0.8237
C 3.7295 3.4814 1.4131
H 4.3304 2.6121 1.6248
H 5.3602 4.5645 0.5680
H 3.9689 6.5886 0.1036
H 1.5518 6.5112 0.7531
C 0.2830 2.6103 2.5878
H 0.0049 3.6629 2.5610
C -0.4609 1.8358 1.4897
H -0.2394 2.2920 0.5181
H -1.5327 1.8842 1.6563
H 0.0421 2.1829 3.5667
H 3.2325 1.0756 2.2455
H 1.9075 0.6997 3.3566
H 1.6934 0.7866 0.3014
H 1.6988 -0.6929 1.3025
H -2.4249 0.0598 2.7023
H -3.9392 -1.7747 2.1556
H -2.3450 -2.5588 2.3348
H -1.2870 1.0247 -3.7405
H -2.6230 1.4213 -2.6602
H -2.8027 0.1036 -3.8361
*
```



Record 4
This record from the OMol25 dataset describes a cluster of 2 separate species, C4H8O in total. The level of theory is the ωB97M-V functional and the def2-TZVPD basis.

Its SMILES is CC1=CC1.O.

Geometry as ORCA input:
```
! wB97M-V def2-TZVPD RIJCOSX def2/J DEFGRID3
* xyz 0 1
C -1.2084 -0.7661 0.7658
C 0.1646 -0.3198 0.4398
O -0.8139 0.4816 -2.1019
C 1.3981 -0.5535 0.1230
C 1.0927 0.8639 0.5184
H -1.3830 -0.5983 1.8371
H -1.3451 -1.8309 0.5464
H -1.9436 -0.1890 0.1943
H -0.6876 1.3728 -1.7541
H 2.1736 -1.2762 -0.0821
H -0.0310 0.0151 -1.7884
H 1.3992 1.2208 1.5065
H 1.0618 1.6666 -0.2316
*
```



Record 5
This record from the OMol25 dataset describes a cluster of 2 separate species, C3H10N2OP in total in a non-equilibrium geometry. The level of theory is the ωB97M-V functional and the def2-TZVPD basis.

Geometry as ORCA input:
```
! wB97M-V def2-TZVPD RIJCOSX def2/J DEFGRID3
* xyz 1 1
C -0.4251 -1.5232 0.7512
C 0.8471 -2.1513 0.5900
C -0.0161 0.6279 -0.0961
N -1.5065 -1.8504 1.0424
N -0.5186 2.0702 0.3431
O 1.3170 0.6247 0.0021
P -0.7239 0.2364 -1.6791
H 0.9580 -2.9833 1.3437
H 1.1001 -2.5259 -0.4783
H 1.6280 -1.3379 0.7823
H -2.4978 -1.4089 0.9640
H -1.3484 2.1161 0.9572
H -0.5892 2.6955 -0.4481
H 0.3801 2.3576 0.7844
H 1.8878 1.3743 -0.2987
H 0.3956 0.1034 -2.5297
H -0.8881 1.5746 -2.0304
*
```



Record 6
This record from the OMol25 dataset describes a cluster of 2 separate species, C3H8N3O in total in a non-equilibrium geometry. The level of theory is the ωB97M-V functional and the def2-TZVPD basis.

Geometry as ORCA input:
```
! wB97M-V def2-TZVPD RIJCOSX def2/J DEFGRID3
* xyz 1 1
C -2.0583 -1.0595 -0.1248
C 2.3918 -0.5587 -0.2824
C -0.5210 0.5852 0.3260
N -1.4162 0.1749 -0.4307
N 2.4492 -1.6905 0.0842
N 0.1439 1.8889 0.1714
O 2.3903 0.6130 -0.2866
H -1.5508 -1.8649 -0.7066
H -3.0261 -0.8541 -0.5395
H -0.3415 -0.0207 1.1653
H -2.2709 -1.3678 0.8730
H 2.6852 -2.5549 -0.4572
H 1.1567 1.8230 -0.0057
H -0.0775 2.3018 -0.6787
H 0.0452 2.5842 0.8924
*
```



Record 7
This record from the OMol25 dataset describes a structure of composition C31H49IO22S. The level of theory is the ωB97M-V functional and the def2-TZVPD basis.

Geometry as ORCA input:
```
! wB97M-V def2-TZVPD RIJCOSX def2/J DEFGRID3
* xyz 0 1
C 1.8974 2.1231 1.0766
C 1.5495 0.7108 0.6269
C 2.4788 -0.4129 1.0495
O 3.1821 -0.1080 2.2859
S 4.1872 -1.3086 2.5062
O 3.4657 -2.4850 2.8738
O 5.2761 -0.8531 3.2921
O 4.6227 -1.4200 0.9833
C 3.6132 -0.8665 0.0938
C 4.2185 0.1914 -0.8433
C 5.6058 0.7562 -0.5591
C 5.8201 1.3839 0.8085
I 7.1530 -0.6749 -1.0075
H 2.0911 2.2047 2.1479
H 2.7703 2.5303 0.5624
H 1.0575 2.7715 0.8423
H 1.5353 0.7146 -0.4647
H 0.5427 0.4609 0.9653
H 1.8791 -1.3024 1.2611
H 3.2116 -1.6872 -0.5011
H 4.2289 -0.2295 -1.8501
H 3.5429 1.0514 -0.8662
H 5.7826 1.5086 -1.3273
H 6.6451 2.0962 0.7755
H 4.9182 1.9262 1.1092
H 6.0458 0.6488 1.5805
C -2.6871 3.8484 0.3150
C -1.7110 4.9932 0.2932
C -1.4512 5.6386 -1.0583
O -0.0831 6.0601 -0.9485
C 0.5248 5.2617 -0.0447
O 1.7001 5.1778 0.1272
O -0.3871 4.5258 0.6248
H -2.6689 3.3525 1.2851
H -3.6971 4.2209 0.1386
H -2.4371 3.1167 -0.4542
H -1.9724 5.7580 1.0306
H -2.0725 6.5027 -1.2745
H -1.5244 4.9062 -1.8661
C 2.0596 2.6107 -6.0036
C 1.9656 2.5353 -4.5071
C 2.4237 1.2330 -3.8724
O 1.5909 1.1436 -2.7130
C 0.4605 1.8672 -2.9425
O -0.4891 1.8571 -2.2262
O 0.5855 2.5803 -4.0741
H 1.5686 3.5078 -6.3765
H 3.1054 2.6408 -6.3109
H 1.5855 1.7479 -6.4714
H 2.4716 3.3785 -4.0279
H 3.4675 1.2387 -3.5702
H 2.2238 0.3750 -4.5194
C 1.2860 0.4922 4.8619
C 0.1054 1.4122 4.9946
C -0.8849 1.1170 6.1070
O -2.1235 1.5660 5.5477
C -2.0225 1.5153 4.1974
O -2.9314 1.6549 3.4438
O -0.7444 1.2767 3.8333
H 1.7913 0.6817 3.9203
H 1.9886 0.6390 5.6825
H 0.9598 -0.5492 4.8612
H 0.4194 2.4592 5.0403
H -0.6982 1.6500 7.0347
H -0.9559 0.0425 6.3004
C -1.3456 -2.3660 -8.3563
C -0.0418 -1.9002 -8.9437
C 1.1884 -2.0581 -8.0667
O 2.0074 -0.9602 -8.4797
C 1.1986 0.0030 -8.9907
O 1.5504 1.1056 -9.2588
O -0.0568 -0.4709 -9.1350
H -2.1758 -2.0587 -8.9899
H -1.3520 -3.4546 -8.2879
H -1.4931 -1.9476 -7.3604
H 0.1359 -2.3519 -9.9240
H 1.7346 -2.9853 -8.2142
H 0.9367 -1.9332 -7.0096
C 0.0905 -3.3740 5.4450
C -0.9771 -4.1676 4.7465
C -1.8596 -3.3823 3.7902
O -3.1015 -4.0859 3.8735
C -3.1584 -4.7063 5.0802
O -4.1370 -5.2154 5.5206
O -1.9570 -4.6506 5.6899
H 0.5746 -3.9621 6.2224
H 0.8489 -3.0724 4.7196
H -0.3427 -2.4824 5.9014
H -0.5578 -5.0416 4.2404
H -1.5190 -3.3767 2.7586
H -2.0124 -2.3570 4.1405
C -5.8586 -2.2198 3.1692
C -6.5986 -3.2647 2.3835
C -5.7303 -4.2389 1.6073
O -6.5552 -4.5617 0.4835
C -7.4155 -3.5335 0.2803
O -8.1107 -3.4146 -0.6760
O -7.3653 -2.6686 1.3168
H -6.5399 -1.4734 3.5740
H -5.3441 -2.7111 3.9951
H -5.1233 -1.7128 2.5426
H -7.3000 -3.8146 3.0174
H -5.4807 -5.1469 2.1481
H -4.8191 -3.7536 1.2470
*
```



Record 8
This record from the OMol25 dataset describes a cluster of 11 separate species, C42H85Cl20NOP in total in a non-equilibrium geometry. The level of theory is the ωB97M-V functional and the def2-TZVPD basis.

Geometry as ORCA input:
```
! wB97M-V def2-TZVPD RIJCOSX def2/J DEFGRID3
* xyz 1 1
C -3.0576 1.1777 1.1277
C -3.6441 0.5798 -0.2264
C -2.5810 0.4012 -1.4157
C -1.1212 0.9502 -1.1042
C -0.2853 -0.1624 -0.2941
C 1.1044 0.3673 0.2772
C 0.9357 1.6942 1.1669
C 2.3381 2.1604 1.7976
C 2.8804 3.4335 0.9683
C 3.7584 2.8708 -0.2395
C 3.5945 3.6855 -1.6035
C 2.1559 3.5295 -2.2697
C 2.1774 4.3310 -3.6699
C 1.9465 3.3954 -4.9457
C 3.1714 3.4557 -5.9972
C 3.4098 1.9738 -6.5974
C 4.0307 2.0440 -8.0582
C 4.4052 0.6298 -8.6823
C 5.3069 -0.2859 -7.7477
C 4.6398 -1.1674 -6.6269
N 5.4127 -1.1880 -5.5219
C 6.6116 -0.3230 -5.7320
P 8.3607 -1.0180 -5.5529
O 9.3337 0.1857 -5.7405
C 6.6641 0.3653 -7.1838
H -3.9288 1.3970 1.8391
H -2.5459 2.1895 0.9827
H -2.3625 0.4707 1.6694
H -4.0674 -0.4453 0.0213
H -4.4774 1.2634 -0.5781
H -2.9780 0.9813 -2.3120
H -2.5272 -0.6982 -1.6772
H -1.1191 1.9628 -0.6024
H -0.5416 1.0884 -2.0841
H -0.0611 -0.9804 -1.0652
H -0.8835 -0.6571 0.5262
H 1.5165 -0.4598 0.9539
H 1.8141 0.5033 -0.5954
H 0.5783 2.5617 0.5147
H 0.1349 1.4718 1.9358
H 2.1558 2.3945 2.8884
H 3.0550 1.2823 1.7027
H 3.5425 4.0209 1.6860
H 2.0444 4.1307 0.6597
H 4.8535 2.9996 0.0660
H 3.5943 1.7571 -0.3602
H 4.3433 3.2341 -2.3357
H 3.8091 4.7940 -1.4877
H 1.3246 3.9855 -1.6523
H 1.8782 2.4564 -2.5077
H 3.2230 4.7805 -3.7795
H 1.4595 5.2031 -3.6365
H 1.0419 3.8030 -5.5060
H 1.8392 2.3078 -4.6531
H 4.1405 3.7493 -5.4634
H 2.9955 4.2244 -6.8124
H 2.3829 1.5021 -6.6765
H 4.0996 1.4561 -5.8577
H 4.9477 2.7259 -8.1156
H 3.2464 2.5340 -8.7252
H 5.0290 0.8436 -9.6172
H 3.4717 0.1017 -9.0794
H 5.6846 -1.0906 -8.4772
H 3.6521 -1.7293 -6.6964
H 5.1673 -1.6915 -4.6526
H 6.5306 0.5201 -4.9807
H 8.6371 -1.5415 -4.2439
H 8.7123 -1.9652 -6.5815
H 7.4494 -0.1126 -7.8451
H 6.6012 1.4885 -7.1488
Cl -3.9713 1.7588 6.8406
C -4.2723 0.7934 5.3747
C -3.0407 0.0347 4.9266
Cl -1.7715 1.1208 4.3071
H -4.6350 1.4655 4.5958
H -5.0709 0.0902 5.6178
H -3.3022 -0.6427 4.1122
H -2.6150 -0.5552 5.7396
Cl -5.5938 0.7204 10.7327
C -4.1365 0.0844 11.5382
C -2.9882 -0.1069 10.5702
Cl -3.2960 -1.4329 9.4169
H -4.4038 -0.8484 12.0333
H -3.8558 0.8093 12.3041
H -2.0755 -0.3649 11.1193
H -2.7932 0.8005 9.9961
Cl 0.5057 -3.1920 11.9272
C -0.8720 -4.1827 12.4718
C -2.1919 -3.4543 12.3268
Cl -2.3365 -2.0944 13.4694
H -0.6879 -4.4784 13.5053
H -0.8773 -5.0828 11.8549
H -3.0163 -4.1369 12.5410
H -2.3262 -3.0645 11.3176
Cl -6.1174 1.3813 -3.0034
C -7.6652 1.2442 -2.1326
C -7.7549 2.2093 -0.9688
Cl -6.6372 1.7771 0.3490
H -7.7781 0.2098 -1.8052
H -8.4541 1.4619 -2.8550
H -8.7623 2.1889 -0.5490
H -7.5353 3.2321 -1.2771
Cl 6.1623 0.3193 2.3560
C 5.3757 -1.1443 2.9986
C 4.9659 -2.1003 1.8977
Cl 3.6306 -1.4506 0.9128
H 4.5195 -0.8329 3.5984
H 6.0974 -1.6281 3.6588
H 4.6129 -3.0371 2.3325
H 5.8000 -2.3266 1.2323
Cl -0.6636 -3.2921 0.9969
C -2.0549 -4.2814 1.5058
C -3.3602 -3.5282 1.3683
Cl -3.4828 -2.1941 2.5414
H -1.8827 -4.6056 2.5329
H -2.0686 -5.1662 0.8668
H -4.2011 -4.1986 1.5585
H -3.4796 -3.1107 0.3673
Cl -6.1097 3.9756 -7.8547
C -5.3751 2.3885 -7.5183
C -6.3738 1.2570 -7.6488
Cl -7.6004 1.2934 -6.3588
H -4.9374 2.4231 -6.5197
H -4.5681 2.2540 -8.2409
H -5.8585 0.2981 -7.5687
H -6.8908 1.2869 -8.6087
Cl 3.6362 -6.4306 -7.8264
C 4.2419 -4.8546 -8.3861
C 5.7251 -4.6878 -8.1248
Cl 6.0910 -4.5463 -6.3844
H 3.6571 -4.0743 -7.8958
H 4.0480 -4.8030 -9.4589
H 6.0845 -3.7725 -8.5999
H 6.2992 -5.5251 -8.5226
Cl 0.7620 3.3053 11.1837
C 1.5164 1.7298 11.5321
C 0.5314 0.5857 11.4091
Cl -0.6976 0.6152 12.6979
H 1.9531 1.7769 12.5303
H 2.3253 1.5998 10.8110
H 1.0570 -0.3667 11.4962
H 0.0147 0.6030 10.4479
Cl -5.8560 -5.4111 0.4240
C -7.5453 -4.8436 0.4415
C -7.7296 -3.5828 -0.3779
Cl -6.9342 -2.1736 0.3673
H -7.8412 -4.6951 1.4805
H -8.1541 -5.6479 0.0251
H -8.7920 -3.3442 -0.4536
H -7.3333 -3.6998 -1.3873
*
```



Record 9
This record from the OMol25 dataset describes an isolated molecule of C2H2N2O3 in a non-equilibrium geometry. The level of theory is the ωB97M-V functional and the def2-TZVPD basis.

Its SMILES is O=c1ncon1O.

Geometry as ORCA input:
```
! wB97M-V def2-TZVPD RIJCOSX def2/J DEFGRID3
* xyz 0 1
C 0.9366 1.3186 -0.5240
C 0.4544 -0.4923 0.4360
H -2.4019 -0.5018 0.4008
H 1.6823 2.2193 -0.7588
N -0.7694 0.2868 0.3934
N 1.4789 0.2699 0.1012
O -1.6957 -0.7714 -0.0708
O -0.3508 1.2664 -0.8625
O 0.4724 -1.8164 0.6113
*
```



no.,highest occupied orbital energy (eV),LUMO (eV)
1,-8.263,0.511
2,-10.154,0.551
3,-7.896,0.547
4,-9.434,0.982
5,-12.005,-3.711
6,-14.917,-3.380
7,-9.454,-0.021
8,-11.090,-4.687
9,-10.577,-0.610